Version P
16
Properties=species:S:1:pos:R:3:mulliken_charge:R:1 method="wB97M-V/def2-TZVPD" charge=+1 lumo_energy_ev="-3.16 / -7.28" spin_multiplicity=3 homo_ev="-12.55 / -14.71"
C 0.7945 -1.0115 -0.1253 0.219
C 1.7458 -0.1395 -0.1072 0.052
C -1.3163 0.2306 0.0748 0.619
C 2.9754 0.5307 -0.0805 -1.076
C -2.7926 0.0111 -0.0346 -1.113
N -0.5641 -0.9830 -0.1173 -0.050
N -0.6452 1.2777 0.3399 -0.530
H 1.1540 -2.0901 -0.2092 0.359
H -1.0799 -1.7830 -0.5698 0.357
H 3.1234 1.4610 0.5372 0.299
H 3.4860 0.7380 -0.9406 0.332
H 3.6072 -0.1926 0.5992 0.273
H -3.1092 -0.3768 -1.0065 0.348
H -3.3455 0.9440 0.4620 0.321
H -3.0039 -0.8071 0.8518 0.324
H -1.0294 2.1903 0.3262 0.265

Version Q
16
Properties=species:S:1:pos:R:3:mulliken_charge:R:1 method="wB97M-V/def2-TZVPD" charge=+1 lumo_energy_ev="-3.98 / -7.91" spin_multiplicity=3 homo_ev="-10.82 / -15.79"
C 0.9581 0.4815 1.4843 -0.007
C 0.7606 0.7227 -0.5636 0.293
C -1.0902 -0.2529 0.7264 0.197
C 1.7383 1.1769 -1.5538 -0.807
C -1.5349 -1.6820 0.6445 -1.125
N -0.1493 0.0813 1.7235 -0.095
N -0.4603 0.2963 -0.5096 -0.209
H 1.9164 0.5259 2.0183 0.384
H -2.0173 0.3911 0.7214 0.292
H 2.6196 1.6714 -0.9446 0.271
H 1.3914 2.0023 -2.1435 0.335
H 2.0860 0.4264 -2.2975 0.290
H -2.5331 -1.7732 -0.0097 0.329
H -1.7566 -1.7844 1.6598 0.352
H -0.8635 -2.5439 0.3355 0.300
H -1.0654 0.2607 -1.2913 0.201

It turns out version P is the most stable, with the second structure 36.7 kcal/mol higher.

Version P
20
Properties=species:S:1:pos:R:3:mulliken_charge:R:1 method="wB97M-V/def2-TZVPD" charge=+1 lumo_energy_ev=-3.18 homo_ev=-15.53
C 2.1108 -1.4143 -0.6883 -1.273
C 0.9343 -0.5806 -0.0712 0.144
C -0.4453 -1.4137 0.0709 -1.204
N 0.6929 0.6140 -0.8983 -0.319
H 3.0244 -0.8384 -0.5531 0.363
H 2.0014 -1.6026 -1.7791 0.373
H 2.1611 -2.4693 -0.5068 0.366
H 1.2793 -0.1727 0.9341 0.243
H -0.8567 -1.6974 -0.8778 0.357
H -0.0830 -2.1817 0.7544 0.411
H -1.0851 -0.8123 0.7022 0.320
H 0.7868 0.3363 -1.9137 0.437
H 1.3801 1.3725 -0.6164 0.388
H -0.2868 1.1844 -0.9023 0.289
H -2.8825 1.5382 2.5507 0.323
H -1.4971 1.0031 2.8673 0.330
O -2.2092 0.9083 2.2398 -0.659
H -1.8292 2.6261 -0.9891 0.358
H -1.7294 1.8155 0.3131 0.346
O -1.4668 1.7847 -0.6365 -0.595

Version Q
20
Properties=species:S:1:pos:R:3:mulliken_charge:R:1 method="wB97M-V/def2-TZVPD" charge=+1 lumo_energy_ev=-3.21 homo_ev=-14.99
C -0.8251 0.0444 -0.7365 -1.105
C -0.3438 0.5348 0.6006 0.183
C -1.4904 0.9853 1.5998 -1.064
N 0.3354 -0.3328 -1.7622 -0.224
H -1.4653 0.7401 -1.2695 0.406
H -1.3508 -0.7750 -0.4858 0.472
H 0.3221 -0.1994 1.0857 0.195
H 0.4348 1.4164 0.5368 0.175
H -2.3808 0.5261 1.0381 0.279
H -1.4428 2.1060 1.4904 0.295
H -1.4620 0.4765 2.4505 0.407
H 0.5985 -1.2297 -1.2852 0.365
H 1.1222 0.3834 -1.8507 0.319
H 0.0303 -0.5706 -2.6317 0.325
H 3.1622 0.4703 -0.3789 0.344
H 2.7443 1.9745 -0.3713 0.344
O 2.6795 1.1193 -0.9155 -0.705
H -0.6207 -2.8012 0.3227 0.312
H -0.0676 -2.5986 1.7499 0.306
O 0.0200 -2.2699 0.8129 -0.628

Version R
20
Properties=species:S:1:pos:R:3:mulliken_charge:R:1 method="wB97M-V/def2-TZVPD" charge=+1 lumo_energy_ev=-3.10 homo_ev=-15.40
C -0.4672 0.7097 0.6758 -0.544
C -1.1336 -0.3782 -0.1700 -0.227
C -2.2864 0.1632 -0.9722 -1.321
N 1.0330 0.4592 0.6805 -0.205
H -0.6190 1.6780 0.2173 0.402
H -0.7319 0.5614 1.7173 0.287
H -1.3808 -1.1819 0.5255 0.333
H -0.3426 -0.8208 -0.7772 0.302
H -2.8499 -0.6245 -1.4789 0.358
H -2.9828 0.7049 -0.3336 0.360
H -1.9074 0.8558 -1.7371 0.333
H 1.1607 -0.3688 1.2969 0.229
H 1.5313 0.2538 -0.1906 0.318
H 1.5374 1.1478 1.2390 0.402
H 1.4439 -1.7553 3.1125 0.314
H 1.0722 -2.9078 2.2120 0.298
O 1.1206 -1.9416 2.2219 -0.652
H 1.8445 1.8746 -2.4254 0.320
H 2.0143 0.6558 -3.3681 0.318
O 1.9438 0.9148 -2.4455 -0.626

It turns out version R is the most stable, with the second structure 15.0 kcal/mol higher.

Version P
16
Properties=species:S:1:pos:R:3:mulliken_charge:R:1 method="wB97M-V/def2-TZVPD" lumo_energy_ev=1.13 homo_ev=-8.25
C 1.2130 0.3511 -0.6208 0.281
C 0.6176 1.6576 -0.2304 -1.226
N -0.7411 -1.1006 0.3541 -0.230
N -0.5535 -0.3701 -0.8627 -0.560
N -1.8742 -0.7362 1.1487 -0.596
N 1.7045 -0.4114 0.4216 -0.707
H -0.8151 -2.1052 0.1908 0.265
H -1.0761 -0.7995 -1.6224 0.157
H 1.8417 0.3895 -1.5162 0.393
H -1.7008 0.2010 1.5021 0.258
H -2.7052 -0.6894 0.5571 0.260
H 0.6905 -0.8752 0.9259 0.519
H 2.2862 -1.1750 0.0928 0.229
H 1.2701 2.4853 -0.4921 0.372
H -0.4968 1.4500 -0.6659 0.349
H 0.3392 1.7281 0.8174 0.236

Version Q
16
Properties=species:S:1:pos:R:3:mulliken_charge:R:1 method="wB97M-V/def2-TZVPD" lumo_energy_ev=0.81 homo_ev=-9.22
H -2.2249 0.0449 1.8526 0.196
N -3.1277 0.1946 1.4127 -0.602
C -3.0550 -0.0233 0.1603 0.161
N -1.9691 -0.5620 -0.5008 -0.424
H -3.7633 0.4132 -0.5481 0.301
H -1.7686 -0.3676 -1.4728 0.249
H -1.2085 -0.5688 0.1672 0.115
N 1.2700 1.0510 0.4228 -0.487
C 1.9244 0.2537 -0.6227 -0.108
N 2.5140 -0.9196 -0.0367 -0.624
H 1.3032 0.5435 1.2924 0.175
H 1.6547 1.9762 0.4754 0.204
H 2.6009 0.8893 -1.2218 0.290
H 1.1902 0.0195 -1.4050 0.138
H 2.7028 -1.6618 -0.6913 0.230
H 1.9569 -1.2828 0.7158 0.187

Version R
16
Properties=species:S:1:pos:R:3:mulliken_charge:R:1 method="wB97M-V/def2-TZVPD" lumo_energy_ev=0.42 homo_ev=-8.58 smiles="[H]/N=C/N.NCN"
H 5.0107 0.2148 3.2057 0.266
N 5.4282 -0.5985 3.6664 -0.619
C 4.7226 -0.7243 4.7437 0.050
N 3.6096 -1.5479 4.9963 -0.513
H 4.6458 0.1686 5.3587 0.304
H 3.7994 -2.3436 5.6032 0.250
H 3.1554 -1.9862 4.2005 0.262
N -3.2492 1.3225 -4.6435 -0.617
C -3.2980 0.2644 -3.5521 -0.384
N -3.4187 0.6781 -2.1451 -0.551
H -2.9715 0.9238 -5.5255 0.225
H -4.1769 1.7222 -4.6213 0.217
H -4.1296 -0.3953 -3.8256 0.304
H -2.3094 -0.1798 -3.5606 0.351
H -2.5854 1.2148 -1.9196 0.260
H -4.2332 1.2664 -1.9811 0.196

Version S
16
Properties=species:S:1:pos:R:3:mulliken_charge:R:1 method="wB97M-V/def2-TZVPD" lumo_energy_ev="1.03 / 0.69" homo_ev="-8.58 / -7.01"
C 1.4145 0.6991 -1.9577 -0.762
C -1.8836 -0.3379 1.0026 -0.680
N 0.1689 -0.1171 2.1651 -0.696
N 0.1512 0.8177 -1.3070 -0.404
N 0.0660 -1.1576 0.0223 -0.804
N -0.5069 -0.7412 1.1043 0.678
H 1.5114 1.4607 -2.7453 0.310
H 2.2119 0.8801 -1.2288 0.262
H 1.5891 -0.2754 -2.4387 0.285
H -1.9426 0.7497 0.9025 0.312
H -2.3059 -0.7963 0.1134 0.282
H -2.4216 -0.6502 1.8947 0.275
H 1.0064 -0.6498 2.3932 0.249
H 0.4448 0.8321 1.9036 0.266
H -0.5841 0.4854 -1.9269 0.193
H 1.0804 -1.1995 0.1024 0.234

It turns out version Q is the most stable, with the second structure 46.5 kcal/mol higher.

Version P
16
Properties=species:S:1:pos:R:3:mulliken_charge:R:1 method="wB97M-V/def2-TZVPD" lumo_energy_ev=0.86 homo_ev=-9.05 smiles="[H]/N=C/N.NCN"
H -0.0475 0.9794 2.2310 0.240
N 0.8841 1.1987 1.8831 -0.671
C 1.5598 0.1273 1.7422 0.116
N 2.9228 0.2894 1.5336 -0.534
H 1.2016 -0.9017 1.7543 0.340
H 3.3872 -0.3739 0.9301 0.236
H 3.1599 1.2186 1.2217 0.275
N -2.0928 -1.6268 -1.9165 -0.624
C -1.3650 -0.6441 -1.1162 -0.217
N -1.5881 0.7227 -1.5973 -0.534
H -1.6968 -1.4621 -2.8474 0.247
H -3.0083 -1.2503 -2.1566 0.274
H -1.5563 -0.9260 -0.0608 0.273
H -0.2642 -0.6992 -1.1306 0.191
H -2.1680 1.2433 -0.9540 0.188
H -0.8647 1.2000 -2.0960 0.199

Version Q
16
Properties=species:S:1:pos:R:3:mulliken_charge:R:1 method="wB97M-V/def2-TZVPD" lumo_energy_ev=1.16 homo_ev=-7.41 smiles="CN(N)N.C=N"
C 0.0393 -0.5572 -1.3801 -0.973
N -0.8730 -0.2014 0.0232 0.149
N -1.9851 -1.0091 0.0473 -0.638
N -1.2403 1.1138 0.0254 -0.509
H -0.6864 -0.4591 -2.1970 0.351
H 0.2742 -1.6220 -1.2888 0.301
H 0.9073 -0.0329 -1.7937 0.394
H -2.1003 -1.4979 0.9298 0.210
H -2.7366 -0.6935 -0.5663 0.246
H -0.4280 1.7428 -0.0879 0.237
H -1.9206 1.5364 0.6568 0.217
C 2.4519 0.2776 1.4036 -0.260
N 1.6589 1.0858 0.8142 -0.579
H 3.1231 0.6057 2.2118 0.243
H 2.4209 -0.7994 1.1595 0.211
H 1.0947 0.5105 0.0421 0.399

It turns out version P is the most stable, with the second structure 86.3 kcal/mol higher.